Record 1
Formula: C37H63ClNO9S3
Source: OMol25
Level of theory: the ωB97M-V functional and the def2-TZVPD basis

Positions of all 114 atoms, in Å:
C1 3.378 -0.179 0.652
C2 3.822 -1.534 0.121
C3 5.181 -1.513 -0.598
O1 5.821 -0.242 -0.577
C4 6.725 -0.021 0.405
O2 7.231 -0.894 1.051
C5 7.131 1.430 0.528
S1 5.877 2.686 0.271
C6 5.583 2.617 -1.529
C7 6.833 2.984 -2.305
O3 6.768 2.436 -3.644
S2 5.367 2.591 -4.376
O4 5.602 3.085 -5.690
O5 4.623 1.380 -4.185
C8 4.525 3.903 -3.410
Cl1 2.944 4.018 -4.179
C9 4.501 3.654 -1.865
C10 3.130 3.284 -1.306
C11 2.183 4.493 -1.151
O6 0.888 4.199 -1.622
C12 -0.118 4.223 -0.623
C13 -1.462 3.938 -1.275
O7 -2.356 5.010 -1.014
C14 -3.668 4.633 -0.837
C15 -4.112 4.274 0.422
C16 -5.425 3.892 0.612
C17 -6.334 3.854 -0.442
C18 -7.777 3.412 -0.172
C19 -8.391 4.457 0.824
C20 -7.770 2.056 0.549
C21 -8.670 3.407 -1.434
C22 -8.693 2.189 -2.393
C23 -7.307 1.642 -2.776
C24 -9.593 1.052 -1.831
C25 -9.345 2.679 -3.713
C26 -5.863 4.247 -1.688
C27 -4.547 4.635 -1.894
O8 3.768 -2.601 1.112
C28 4.587 -2.517 2.206
O9 5.603 -3.156 2.263
C29 4.072 -1.714 3.378
S3 5.337 -0.498 3.871
H1 3.318 0.505 -0.194
H2 4.051 0.232 1.403
H3 2.377 -0.283 1.072
H4 3.068 -1.833 -0.604
H5 5.838 -2.293 -0.219
H6 4.999 -1.724 -1.651
H7 7.543 1.552 1.527
H8 7.972 1.554 -0.158
H9 5.253 1.612 -1.776
H10 7.755 2.607 -1.879
H11 6.931 4.068 -2.388
H12 5.044 4.828 -3.650
H13 4.836 4.585 -1.394
H14 3.292 2.859 -0.314
H15 2.631 2.536 -1.921
H16 2.581 5.349 -1.702
H17 2.146 4.785 -0.098
H18 -0.163 5.193 -0.121
H19 0.116 3.467 0.137
H20 -1.882 3.004 -0.892
H21 -1.305 3.805 -2.349
H22 -3.413 4.313 1.247
H23 -5.738 3.633 1.615
H24 -7.658 5.185 1.162
H25 -9.213 5.001 0.359
H26 -8.822 3.947 1.687
H27 -7.219 1.284 0.014
H28 -8.786 1.708 0.724
H29 -7.304 2.163 1.529
H30 -9.699 3.551 -1.096
H31 -8.429 4.302 -2.009
H32 -6.876 2.230 -3.588
H33 -6.594 1.616 -1.956
H34 -7.413 0.626 -3.161
H35 -8.998 0.157 -1.638
H36 -10.054 1.322 -0.885
H37 -10.357 0.769 -2.552
H38 -9.023 3.694 -3.954
H39 -9.076 2.022 -4.539
H40 -10.431 2.712 -3.616
H41 -6.528 4.261 -2.538
H42 -4.222 4.932 -2.882
H43 3.164 -1.182 3.115
H44 3.874 -2.389 4.209
H45 4.472 0.408 4.335
C30 -0.312 -6.707 3.257
C31 0.880 -5.768 3.440
C32 1.838 -5.638 2.266
N1 2.844 -6.746 2.040
C33 3.841 -6.222 1.053
C34 3.561 -7.158 3.305
C35 2.793 -8.350 3.845
C36 2.321 -9.089 2.586
C37 2.210 -8.018 1.494
H46 -0.022 -7.732 3.027
H47 -0.899 -6.744 4.173
H48 -0.967 -6.353 2.460
H49 1.418 -6.004 4.359
H50 0.489 -4.760 3.596
H51 2.439 -4.739 2.405
H52 1.295 -5.530 1.327
H53 4.348 -5.362 1.486
H54 3.316 -5.931 0.147
H55 4.558 -7.010 0.837
H56 4.569 -7.447 3.015
H57 3.619 -6.302 3.974
H58 1.946 -8.040 4.452
H59 3.424 -8.973 4.476
H60 1.377 -9.604 2.746
H61 3.047 -9.844 2.288
H62 1.191 -7.793 1.197
H63 2.766 -8.303 0.606

Its total charge is +1. Its multiplicity is 1. The calculation puts the orbital gap at 7.66 eV.

---

Record 2
Formula: C9H9N3
Source: OMol25
Level of theory: the ωB97M-V functional and the def2-TZVPD basis

Positions of all 21 atoms, in Å:
C1 1.291 0.128 2.085
C2 -1.036 0.555 2.629
C3 -2.057 0.752 0.725
C4 -0.795 0.566 0.392
C5 0.026 0.402 -0.776
C6 0.738 -0.804 -0.729
C7 1.043 -1.366 -2.058
C8 0.565 -0.883 -3.205
C9 -0.542 0.755 -2.006
H1 1.224 -0.950 1.744
H2 1.252 0.286 3.346
H3 2.278 0.808 1.721
H4 -0.965 0.428 3.793
H5 -2.728 0.901 -0.044
H6 1.221 -1.173 0.273
H7 1.794 -2.166 -2.114
H8 0.489 -1.299 -4.268
H9 -1.232 1.617 -2.047
N1 -0.137 0.566 1.591
N2 -2.261 0.638 2.090
N3 -0.168 0.239 -3.141

Its SMILES is Cn1cncc1-c1cccnc1. Its total charge is 0. Its multiplicity is 1. The calculation puts the orbital gap at 8.83 eV. Its relative energy (zero: lowest compared OMol25 entry of this formula, charge and spin) is 464.8 kJ/mol.

---

Record 3
Formula: C25H25N5PPtS2Se2
Source: OMol25
Level of theory: the ωB97M-V functional and the def2-TZVPD basis

Positions of all 61 atoms, in Å:
Pt1 -0.178 1.739 -1.031
Se1 1.213 0.730 1.156
P1 0.214 -1.090 0.569
Se2 -1.114 -0.606 -1.106
C1 -0.713 -1.838 1.933
C2 -0.127 -1.874 3.198
C3 -0.783 -2.499 4.245
C4 -2.023 -3.090 4.035
C5 -2.611 -3.049 2.780
C6 -1.959 -2.420 1.728
C7 1.363 -2.424 0.124
C8 0.850 -3.621 -0.381
C9 1.698 -4.675 -0.665
C10 3.065 -4.548 -0.442
C11 3.577 -3.365 0.061
C12 2.727 -2.300 0.343
H1 0.832 -1.399 3.366
H2 -0.329 -2.525 5.226
H3 -2.532 -3.580 4.854
H4 -3.582 -3.498 2.620
H5 -2.432 -2.364 0.755
H6 -0.213 -3.730 -0.559
H7 1.296 -5.600 -1.055
H8 3.726 -5.380 -0.649
H9 4.639 -3.269 0.246
H10 3.112 -1.380 0.765
N1 -3.225 4.129 0.430
C13 -3.512 3.167 1.390
C14 -4.516 3.099 2.351
C15 -4.499 1.994 3.174
C16 -3.510 1.001 3.051
C17 -2.519 1.084 2.099
C18 -2.535 2.183 1.248
N2 -1.683 2.550 0.196
C19 -2.134 3.706 -0.237
C20 -1.421 4.393 -1.299
C21 -1.685 5.541 -1.970
S1 -0.446 5.831 -3.102
C22 0.347 4.409 -2.632
N3 -0.260 3.748 -1.683
H11 -3.723 4.988 0.272
H12 -5.266 3.870 2.453
H13 -5.256 1.894 3.939
H14 -3.523 0.154 3.723
H15 -1.749 0.338 2.024
H16 -2.520 6.212 -1.864
H17 1.268 4.078 -3.083
C23 4.354 -0.198 -1.423
N4 3.035 0.377 -1.601
C24 2.379 0.390 -2.750
S2 0.885 1.263 -2.973
N5 2.894 -0.249 -3.800
C25 2.278 -0.326 -5.120
H18 4.652 -0.048 -0.389
H19 5.088 0.296 -2.064
H20 4.353 -1.272 -1.625
H21 2.550 0.778 -0.801
H22 3.810 -0.653 -3.699
H23 1.215 -0.529 -5.013
H24 2.749 -1.144 -5.658
H25 2.415 0.599 -5.680

Its total charge is +1. Its multiplicity is 1. The calculation puts the orbital gap at 6.81 eV. Its relative energy (zero: lowest compared OMol25 entry of this formula, charge and spin) is 0.0 kJ/mol.

---

Record 4
Formula: C36H38BrMnN4O2PS
Source: OMol25
Level of theory: the ωB97M-V functional and the def2-TZVPD basis

Positions of all 84 atoms, in Å:
Mn1 -0.410 2.804 -0.069
Br1 4.361 1.277 5.597
C1 2.872 1.553 4.495
C2 1.635 1.968 4.982
C3 0.615 2.182 4.082
C4 0.778 2.104 2.641
O1 -0.235 2.329 1.940
C5 2.102 1.713 2.181
C6 2.484 1.657 0.801
N1 1.690 2.046 -0.210
C7 2.125 1.814 -1.484
C8 3.471 1.462 -1.833
C9 3.805 1.125 -3.148
C10 2.803 1.037 -4.138
C11 1.455 1.422 -3.831
C12 0.447 1.498 -4.779
C13 -0.832 1.709 -4.421
C14 -1.110 2.065 -3.093
N2 -0.139 2.137 -2.180
C15 1.116 1.819 -2.529
C16 3.100 1.360 3.129
H1 1.466 2.118 6.074
H2 -0.355 2.445 4.461
H3 3.470 1.246 0.607
H4 4.269 1.419 -1.088
H5 4.810 0.879 -3.342
H6 3.066 0.796 -5.189
H7 0.652 1.205 -5.816
H8 -1.654 1.561 -5.095
H9 -2.059 2.359 -2.729
H10 4.081 1.025 2.844
O2 0.136 4.662 -0.142
N3 -0.745 5.667 0.149
C17 -0.527 6.385 1.272
C18 -1.215 7.584 1.418
C19 -2.193 7.926 0.468
C20 -2.542 7.067 -0.575
C21 -1.755 5.894 -0.703
H11 0.211 6.014 1.999
H12 -0.955 8.186 2.285
H13 -2.770 8.848 0.580
H14 -3.339 7.321 -1.271
H15 -1.832 5.147 -1.482
C22 -1.658 -3.568 3.106
C23 -0.484 -3.721 2.084
C24 0.738 -3.010 2.776
C25 -0.134 -5.190 1.929
P1 -0.755 -2.737 0.477
C26 0.657 -3.298 -0.533
C27 1.772 -2.485 -0.740
C28 2.776 -2.964 -1.558
C29 2.708 -4.196 -2.198
C30 1.551 -4.952 -2.054
C31 0.555 -4.523 -1.182
C32 -2.299 -3.229 -0.590
C33 -3.400 -2.151 -0.358
C34 -2.051 -3.267 -2.123
C35 -2.858 -4.621 -0.105
H16 -1.373 -3.836 4.110
H17 -2.548 -4.172 2.903
H18 -2.016 -2.514 3.183
H19 1.032 -3.635 3.647
H20 0.515 -2.003 3.155
H21 1.681 -2.916 2.175
H22 -0.015 -5.600 2.914
H23 0.808 -5.422 1.411
H24 -0.890 -5.802 1.385
H25 1.875 -1.538 -0.233
H26 3.667 -2.365 -1.667
H27 3.519 -4.510 -2.803
H28 1.503 -5.994 -2.447
H29 -0.308 -5.131 -0.998
H30 -3.071 -1.168 -0.609
H31 -3.582 -2.025 0.722
H32 -4.354 -2.353 -0.835
H33 -1.318 -2.564 -2.534
H34 -2.971 -2.892 -2.651
H35 -1.815 -4.228 -2.502
H36 -2.851 -4.750 0.978
H37 -2.404 -5.472 -0.613
H38 -3.892 -4.544 -0.428
S1 -4.737 1.399 0.245
C36 -3.456 2.249 -0.023
N4 -2.468 2.869 -0.273

Its total charge is -1. Its multiplicity is 5. The calculation puts the orbital gap (spin up / spin down) at 3.62 / 5.77 eV.

---

no.,maximum force (hartree/bohr),M (u)
1,0.0152,797.56
2,0.1152,159.19
3,0.0267,843.62
4,0.0769,756.61